[1]
94
Properties=species:S:1:pos:R:3:forces:R:3:mulliken_charge:R:1 method="wB97M-V/def2-TZVPD" orbital_gap_ev=6.95 homo_energy_ha=-0.3515 charge=+1
Ir -0.4932 0.5689 -0.1465 -0.725 0.255 -0.124 2.69
Se 6.4519 -2.2538 -4.4126 -0.087 0.033 0.046 0.25
S 0.9016 1.0012 1.5732 0.089 0.035 0.133 -0.40
O 2.5199 -1.2994 3.4698 -0.033 0.020 -0.041 -0.37
O -3.9073 -0.1531 3.8473 0.017 0.022 -0.028 -0.41
O -1.8428 -0.3246 -1.7637 -0.189 0.064 -0.071 0.34
N -0.9425 -1.3903 0.5092 0.411 0.024 -0.150 1.27
N -1.7246 -0.7071 2.5906 0.019 0.104 -0.141 0.12
N 0.1742 -1.9703 2.5118 0.104 0.282 0.219 -0.03
N 1.8477 0.9601 -1.7485 0.216 -0.116 -0.072 0.45
N 5.9007 -0.6598 -3.8323 -0.004 -0.069 -0.016 -0.87
N -0.3803 2.7062 -0.4533 0.134 -0.014 0.130 0.53
N 0.8371 -1.5653 -1.8897 0.012 -0.158 -0.125 0.86
N 4.9218 -3.0613 -3.9769 0.045 0.058 -0.019 -0.87
C 0.3009 -2.7705 -2.0182 -0.058 0.053 -0.011 -0.29
C 0.6838 2.7204 1.7221 -0.045 0.078 -0.172 0.57
C 2.5637 -2.1899 2.4458 -0.016 -0.013 -0.010 1.15
C -2.9471 -2.8235 0.6353 0.043 0.027 -0.020 -0.19
C -2.6495 -1.3066 -1.1861 0.121 -0.119 0.115 -0.04
C 3.7455 -0.7218 3.8948 0.007 -0.004 0.009 -1.04
C 0.9274 -3.8405 -2.6483 -0.001 0.010 0.001 -1.14
C -4.1180 -3.2788 0.0487 -0.027 -0.001 -0.024 -1.12
C 2.6135 -0.0028 -2.2920 0.058 0.077 -0.106 -0.62
C -3.8018 -1.7685 -1.7891 0.003 0.078 0.040 -0.56
C 1.0181 4.8109 2.8958 0.008 0.017 0.015 -0.85
C 4.3770 1.5660 -2.7958 -0.054 0.012 0.034 -0.66
C -1.2841 2.6952 -2.7157 -0.029 -0.045 0.000 -1.12
C -1.6825 -0.4425 -3.1901 0.077 -0.155 -0.024 -1.45
C 3.5846 2.5499 -2.2568 0.031 -0.009 -0.003 -1.31
C 3.7217 -2.7370 1.9149 -0.002 0.008 -0.003 -0.60
C 2.0602 -1.3709 -2.3792 0.087 -0.110 0.038 -1.09
C -0.8247 -1.3670 1.8608 -0.347 -0.078 0.132 -1.87
C -2.1926 0.9579 0.8355 0.002 0.059 0.302 0.07
C -0.0090 4.8267 0.7227 0.004 -0.042 -0.001 1.02
C 3.8872 0.2631 -2.8148 0.041 0.044 0.027 0.76
C 1.2370 -3.5762 0.9808 -0.021 0.004 0.022 -0.33
C 2.2030 -3.6550 -3.1289 -0.008 -0.002 0.053 -0.73
C 2.3435 2.1919 -1.7431 -0.082 0.013 0.194 -0.27
C -4.5464 -2.7592 -1.1625 -0.021 -0.026 0.021 -0.92
C -2.1906 -1.8242 0.0273 -0.032 0.006 -0.182 -0.01
C 0.0771 3.4203 0.6502 0.015 -0.032 0.094 -0.56
C -3.1308 1.8772 0.3502 -0.003 0.014 -0.249 -0.84
C 2.3979 -4.1357 0.4644 -0.015 0.016 0.008 -0.73
C 1.3196 -2.5862 1.9387 -0.036 -0.085 -0.067 0.24
C -0.8504 3.3959 -1.4774 0.013 0.012 -0.054 0.86
C -0.9484 4.8067 -1.4692 0.014 0.033 0.035 -1.15
C -0.5515 5.5148 -0.3842 -0.007 0.007 -0.019 -1.04
C 2.7939 -2.4037 -2.9824 -0.011 -0.049 -0.017 0.82
C -4.3059 2.1521 1.0243 -0.034 -0.022 0.088 -1.51
C 1.1385 3.4162 2.8189 -0.003 -0.020 -0.017 -0.63
C 3.6307 -3.7020 0.9190 0.005 -0.013 -0.004 -1.02
C -4.6195 1.5199 2.2225 0.091 -0.036 -0.086 -0.46
C -3.7366 0.5691 2.7043 -0.036 0.017 0.031 1.59
C 0.4574 5.5105 1.8651 0.000 -0.001 -0.003 -1.07
C 4.1451 -2.1466 -3.4611 -0.005 -0.032 -0.002 0.75
C 4.6862 -0.8202 -3.3791 0.025 0.024 0.001 0.87
C -2.5533 0.2934 2.0108 0.192 -0.159 0.058 0.23
C -5.0799 0.0995 4.6087 -0.019 -0.005 -0.010 -0.98
H 0.4172 -4.7896 -2.7394 0.004 -0.008 -0.003 0.52
H -1.4201 1.6467 -2.5165 -0.028 0.074 0.010 -0.69
H -4.1294 -1.3534 -2.7323 -0.005 0.009 -0.003 0.51
H 3.9050 3.5812 -2.2129 0.008 0.001 -0.005 0.54
H 3.4866 0.0031 4.6610 0.002 0.000 -0.009 0.29
H -5.9761 -0.1182 4.0248 -0.004 0.003 0.002 0.38
H 4.6907 -2.4291 2.2783 0.011 0.001 0.009 0.47
H -0.5281 2.8147 -3.4957 0.014 -0.019 0.006 0.49
H -5.0351 -0.5686 5.4632 0.006 0.007 0.005 0.27
H 0.3547 -1.5916 3.4348 0.049 -0.045 -0.033 0.40
H 2.7601 -4.4491 -3.6081 -0.006 0.000 -0.017 0.53
H -4.6907 -4.0541 0.5392 -0.008 -0.007 0.000 0.49
H -2.6067 -3.2548 1.5693 -0.001 -0.005 0.006 0.47
H 1.7341 2.9559 -1.2830 -0.009 -0.021 -0.017 0.39
H 4.5386 -4.1331 0.5183 0.001 -0.002 -0.005 0.45
H -2.9673 2.3817 -0.5948 0.056 -0.035 0.106 0.20
H -1.3577 5.2961 -2.3420 0.009 -0.009 -0.015 0.58
H 4.2406 -0.2176 3.0625 0.003 0.005 0.002 0.40
H 4.4093 -1.4760 4.3214 0.003 0.001 0.002 0.40
H -5.4549 -3.1188 -1.6244 -0.008 -0.005 0.002 0.48
H -5.1064 1.1352 4.9529 -0.005 -0.002 0.005 0.38
H -0.6285 6.5946 -0.3579 -0.017 0.004 0.013 0.44
H 0.3657 6.5879 1.9036 -0.002 0.004 -0.009 0.44
H -2.2182 3.1141 -3.0910 0.008 0.023 -0.003 0.56
H -0.7425 0.0325 -3.4514 0.014 -0.030 0.009 0.29
H -2.5134 0.0422 -3.7033 0.014 0.013 0.010 0.33
H 1.5993 2.8714 3.6331 -0.004 -0.018 -0.002 0.59
H 2.3344 -4.9159 -0.2796 -0.002 -0.009 -0.033 0.54
H -0.6937 -2.8999 -1.6090 0.006 -0.007 0.031 0.21
H 1.3778 5.3280 3.7752 0.002 0.004 0.002 0.41
H -1.7532 -0.7940 3.5966 0.014 -0.035 -0.013 0.42
H 5.3576 1.7695 -3.2039 0.008 0.006 0.001 0.54
H -1.6370 -1.4950 -3.4632 -0.034 0.004 -0.003 0.62
H -4.9923 2.8806 0.6127 -0.023 -0.009 0.009 0.48
H 0.2609 -3.9085 0.6539 -0.001 0.008 -0.043 0.43
H -5.5362 1.7523 2.7416 -0.009 0.007 0.012 0.47

[2]
91
Properties=species:S:1:pos:R:3:forces:R:3:mulliken_charge:R:1 method="wB97M-V/def2-TZVPD" orbital_gap_ev=4.52 homo_energy_ha=-0.0092 charge=-2
Mg 0.3074 1.3951 0.1845 -0.043 0.295 -0.071 1.65
N -2.9500 0.1317 -1.2388 -0.162 0.164 0.063 -0.37
N 0.6034 -1.7815 1.4360 0.440 0.021 0.259 0.13
N 1.6611 2.7786 -0.4795 -0.372 -0.087 0.041 -0.45
N -0.1832 0.9609 -2.0582 -0.092 -0.163 0.296 -0.68
N 1.8896 0.0995 0.4902 -0.419 -0.132 0.142 0.43
N 3.6675 1.4324 -0.5739 -0.420 0.173 0.190 -0.65
N -1.0582 2.9300 0.4392 0.545 -0.192 -0.103 -0.02
N 0.0711 4.5076 -1.0974 0.231 -0.373 0.177 -0.48
N -0.9423 0.2338 1.2830 0.365 -0.013 -0.196 0.34
N -2.7202 1.7693 1.8289 0.328 0.095 -0.338 -0.66
C -2.2549 4.6795 -0.3246 -0.911 -0.183 0.143 0.94
C -2.6837 -2.5998 4.5071 -0.511 0.160 0.173 -0.91
C -4.9520 5.3192 0.1049 0.223 0.397 -0.488 -0.57
C 3.6176 -2.8585 1.7811 -0.052 0.279 -0.107 -0.32
C -3.0981 3.8570 0.5084 -0.591 0.417 0.043 0.93
C -2.5495 0.5567 -2.5756 0.069 0.543 0.090 -1.00
C 0.5276 -4.7114 1.4044 0.089 -0.243 0.069 0.27
C 5.8285 -2.1369 1.0815 0.154 -0.296 0.107 -0.66
C -4.4659 4.1979 0.7054 0.346 -0.199 0.201 -0.52
C -0.8673 -3.3334 -0.1942 0.359 -0.269 0.237 3.15
C 3.6129 5.5995 -3.5833 0.172 0.065 0.128 -0.58
C 4.9547 -3.0941 1.6759 0.268 -0.060 0.065 -0.66
C 1.3532 -6.4264 -0.5769 0.131 -0.257 0.027 -0.79
C -3.4654 -0.4337 3.8166 -0.322 0.481 -0.271 0.24
C -0.3283 -1.9880 0.3461 -0.214 0.008 -0.231 0.05
C -2.8150 5.8082 -0.9658 0.565 0.281 -0.039 -0.34
C 3.9883 -0.6821 0.6672 -0.042 0.002 -0.066 0.22
C 2.9318 2.4637 -0.8689 0.449 -0.536 0.094 -0.39
C 4.5668 3.6471 -2.5224 0.558 -0.062 -0.165 0.03
C 0.1055 -4.4767 0.0992 -0.172 0.112 -0.195 -0.47
C 3.3979 3.4981 -1.8190 -0.258 -0.121 0.077 0.35
C -2.2919 2.8044 0.9589 -0.387 -1.210 0.717 -1.17
C 0.5308 -5.3588 -0.8855 -0.168 0.116 -0.251 -0.65
C -2.0483 0.6521 1.9334 -0.311 0.502 -0.153 -0.15
C -0.6932 -1.1536 1.5563 -0.381 0.267 -0.185 -0.33
C -4.1146 6.1282 -0.7386 -0.878 0.071 0.158 -0.55
C -1.3923 1.5655 -2.6460 -0.148 -0.160 0.193 0.06
C -1.6273 -1.5142 2.6758 0.390 -0.084 0.077 0.61
C 2.4385 5.4589 -2.8612 -0.060 0.128 -0.191 -0.11
C -2.4768 -0.4353 2.8546 0.099 0.323 -0.204 -0.51
C 1.2267 3.9180 -1.1399 -0.299 0.140 0.130 -0.10
C 1.3353 -5.7962 1.7244 -0.114 0.203 0.095 -0.67
C 3.1848 0.3673 0.1987 0.314 0.470 -0.477 -0.94
C -1.6870 -2.5894 3.5491 -0.009 -0.330 -0.059 -0.10
C 2.3467 4.3811 -2.0062 -0.673 0.175 0.473 0.13
C -3.5878 -1.5391 4.6212 0.249 -0.477 0.259 -0.77
C -2.2196 -3.7130 0.4054 -0.419 0.008 0.009 -1.78
C 1.8269 -1.0843 1.1622 -0.001 -0.059 -0.213 -0.97
C -1.0972 -3.1185 -1.6957 -0.068 0.198 0.056 -2.55
C 1.7616 -6.6562 0.7309 0.095 -0.255 -0.353 -0.51
C 4.6678 4.7084 -3.4095 0.136 -0.078 -0.098 -0.61
C 5.3602 -0.9620 0.5754 0.190 0.206 0.022 -0.13
C 3.1106 -1.6249 1.2845 -0.467 -0.426 0.231 0.65
C -1.0147 4.0570 -0.3296 1.254 0.301 -0.624 -1.18
H -1.8108 -2.2883 -1.8194 0.183 -0.232 0.001 0.41
H -2.8049 -3.4443 5.1715 0.155 -0.107 0.065 0.42
H 6.8803 -2.3790 1.0372 0.201 0.046 -0.076 0.35
H -2.1386 -0.0912 -0.6652 0.026 0.012 -0.030 -0.31
H -5.9858 5.6100 0.2197 -0.177 -0.004 0.103 0.37
H -0.0942 -1.3335 -0.4961 -0.077 0.050 0.113 -0.60
H 0.2465 -4.0072 2.1639 -0.004 0.018 0.139 0.15
H -2.9131 -2.8666 0.3600 0.020 -0.092 -0.113 0.30
H -2.1367 -3.9999 1.4425 0.067 -0.050 0.312 0.44
H -4.3560 -1.5816 5.3740 -0.205 -0.014 0.197 0.38
H -2.2565 -0.3265 -3.1546 -0.048 -0.080 -0.058 0.29
H 0.6621 1.3558 -2.4523 0.061 0.030 0.033 0.33
H 2.9619 -3.6076 2.1984 -0.126 0.027 0.093 0.47
H -0.1621 -2.8610 -2.2045 -0.082 -0.046 -0.018 0.48
H -1.0114 -3.4385 3.5146 0.020 0.233 -0.159 0.44
H -3.3907 0.9063 -0.7363 0.121 -0.144 -0.166 0.35
H 3.7472 6.4190 -4.2662 -0.075 0.274 -0.227 0.38
H -4.1223 0.4268 3.9028 0.098 -0.060 0.010 0.52
H -5.1208 3.5916 1.3295 0.243 -0.032 -0.064 0.46
H -3.4191 1.0037 -3.0770 0.133 -0.161 0.074 0.51
H -1.5317 -4.0087 -2.1599 0.029 0.099 -0.015 0.63
H -2.6514 -4.5747 -0.1256 0.094 0.221 -0.010 0.43
H -4.5696 7.0072 -1.2033 0.220 -0.187 0.045 0.33
H 1.6625 -7.0919 -1.3722 0.089 -0.068 -0.006 0.37
H -0.1786 -0.0373 -2.2455 0.158 0.021 -0.145 0.12
H 5.3905 -4.0193 2.0472 -0.133 0.021 -0.029 0.37
H -1.2177 1.8634 -3.6839 -0.065 -0.062 -0.114 0.49
H 0.2003 -5.2223 -1.9128 0.163 -0.026 0.173 0.30
H -2.1986 6.4419 -1.5984 0.011 -0.127 0.010 0.47
H -1.6272 2.4695 -2.0790 -0.104 -0.025 -0.035 -0.25
H 6.0260 -0.2419 0.1178 0.036 0.037 -0.058 0.49
H 5.5781 4.8389 -3.9824 0.026 0.040 -0.021 0.36
H 1.6135 6.1556 -2.9612 0.006 -0.086 -0.012 0.55
H 2.4121 -7.4989 0.9518 -0.093 0.114 0.039 0.35
H 1.6411 -5.9601 2.7528 -0.001 0.078 -0.052 0.40
H 5.3857 2.9518 -2.3877 -0.022 -0.055 0.036 0.53

[3]
93
Properties=species:S:1:pos:R:3:forces:R:3:mulliken_charge:R:1 method="wB97M-V/def2-TZVPD" orbital_gap_ev="6.44 / 6.52" homo_energy_ha="-0.4743 / -0.4774" charge=+2
W -0.4249 -0.4460 -0.1104 0.244 0.232 -0.461 0.50
Br -2.9082 0.2664 -0.1244 -0.097 -0.047 -0.094 -0.03
P -0.4306 2.1983 0.0166 -0.191 -0.171 0.013 -0.39
F -0.7269 4.5930 -2.0858 -0.008 0.005 -0.005 -0.31
F -4.8364 3.2835 -3.8624 -0.024 -0.008 -0.015 -0.27
F -2.7279 4.9783 -3.7886 0.008 0.017 -0.003 -0.28
F -4.9147 1.1574 -2.1812 -0.017 -0.014 -0.003 -0.38
N -0.2657 -2.1544 -1.0045 -0.388 -0.123 0.391 1.54
N -0.3780 0.1207 -2.3286 -0.007 0.022 0.098 0.36
N -0.8697 -1.7037 1.5646 0.005 0.084 0.226 0.31
N -1.0743 -0.6171 -3.2293 0.022 0.009 0.004 0.40
N -0.2020 -2.8571 1.7967 0.028 0.005 -0.089 0.72
C -1.2146 2.7316 1.5703 0.038 -0.013 0.027 1.23
C 0.2393 1.0648 -3.0403 -0.073 0.028 0.020 -0.71
C 3.3560 4.7165 -0.5008 0.003 0.005 0.000 -0.74
C 3.2481 0.5057 2.6500 -0.033 -0.033 0.022 2.03
C 1.0537 3.1987 -0.1910 0.026 0.006 0.017 1.30
C -1.7538 -1.5761 2.5587 0.023 -0.005 0.038 -0.27
C -3.8912 1.9989 -2.1396 0.029 0.004 0.001 0.60
C -1.4249 2.5162 3.9626 -0.021 0.014 0.001 -0.94
C 3.8375 -0.8310 3.1221 -0.012 -0.010 -0.021 -1.65
C -3.8570 3.0875 -3.0057 0.031 0.027 0.023 0.50
C -2.9222 -2.1448 -3.5987 0.012 -0.082 -0.003 -0.56
C -0.0647 0.9524 -4.3957 0.021 -0.033 0.032 -1.63
C 1.6397 -3.6292 -1.3258 -0.027 -0.036 -0.003 -0.65
C -4.7953 -3.7262 -4.1446 -0.006 0.010 0.003 -1.50
C 3.8144 -5.6191 1.0572 -0.006 -0.006 -0.026 -1.69
C -3.5741 -3.3480 -3.3564 0.035 0.019 0.015 0.37
C -0.8613 2.1026 2.7653 0.043 -0.033 -0.041 -0.43
C -2.8447 1.8096 -1.2689 0.043 -0.059 0.076 -0.41
C -1.7890 -1.7947 -2.8787 -0.006 0.017 0.057 -0.16
C -0.6729 -3.4533 2.9082 -0.047 0.007 0.031 -0.20
C -1.6591 -2.6504 3.4373 0.036 -0.002 -0.037 -1.56
C -2.7774 3.9516 -2.9649 -0.027 -0.037 0.012 0.48
C -1.7414 2.6541 -1.1950 0.087 0.112 -0.011 -0.56
C 3.3417 3.3933 -0.9177 -0.010 0.012 0.004 -1.16
C 1.1878 -0.0282 1.0087 -0.007 0.057 -0.175 0.65
C 2.1381 0.2466 1.7295 -0.009 -0.118 0.054 -0.38
C -2.3438 3.5562 3.9768 0.006 -0.007 0.010 -0.82
C 0.6898 -3.0692 -0.4733 0.079 0.007 -0.064 -0.12
C 2.6263 -4.4588 -0.8369 -0.027 0.007 0.009 -1.03
C -1.3117 -2.6079 -1.8553 0.178 0.065 -0.121 0.59
C 1.7885 -4.1633 1.3807 0.022 -0.027 -0.007 -0.53
C -2.1396 3.7767 1.5916 0.003 -0.038 -0.002 -0.45
C 4.3236 1.3577 1.9680 0.004 0.006 -0.010 -1.64
C 1.0840 4.5204 0.2554 -0.051 0.001 -0.007 -0.80
C 2.2332 5.2750 0.0977 0.007 -0.007 -0.006 -0.81
C 0.7708 -3.3577 0.8870 -0.059 0.080 0.031 0.41
C 2.7237 -4.7337 0.5301 -0.018 0.019 -0.008 0.39
C -2.6981 4.1865 2.7924 0.001 -0.003 0.000 -0.82
C -1.9619 -3.8115 -1.6072 0.014 -0.019 -0.014 -0.70
C 2.6632 1.2728 3.8510 0.016 -0.001 0.001 -1.77
C -0.8933 -0.1394 -4.4770 0.002 0.018 -0.014 -0.14
C -1.7387 3.7315 -2.0630 0.037 -0.035 0.003 0.59
C -3.0633 -4.1783 -2.3587 0.006 0.011 -0.023 -1.23
C 2.1974 2.6293 -0.7501 -0.013 -0.013 0.044 0.07
H -2.7830 3.8787 4.9110 0.001 0.000 0.008 0.45
H 4.2268 2.9515 -1.3551 0.003 -0.008 -0.002 0.49
H 2.2541 6.3001 0.4403 -0.004 0.014 0.002 0.49
H 4.7836 -5.3165 0.6619 0.010 0.000 0.004 0.42
H 4.7154 0.8604 1.0800 0.005 -0.004 -0.003 0.38
H 3.0730 -1.4415 3.6042 0.000 -0.006 0.008 0.33
H -2.4275 4.2794 0.6773 -0.007 0.008 -0.018 0.53
H -0.3072 -4.4157 3.2206 0.014 -0.012 -0.002 0.56
H 0.8709 1.7900 -2.5604 -0.002 0.019 -0.010 0.68
H 1.9113 0.6783 4.3721 -0.007 -0.004 -0.003 0.39
H -1.3363 -0.6309 -5.3255 -0.009 -0.013 -0.006 0.59
H 3.3488 -4.8869 -1.5197 0.010 -0.005 -0.004 0.47
H 1.5842 -3.4008 -2.3826 0.003 0.007 -0.008 0.56
H 4.2533 -1.3903 2.2835 0.001 -0.009 -0.007 0.38
H -5.1105 -4.7423 -3.9181 -0.005 0.000 -0.002 0.38
H -0.1351 1.2990 2.7614 -0.011 0.017 0.020 0.46
H -3.4089 5.0014 2.8033 -0.007 0.008 -0.007 0.47
H -4.6053 -3.6598 -5.2157 0.001 -0.006 -0.007 0.37
H -3.2967 -1.4778 -4.3656 -0.001 0.018 -0.004 0.61
H 3.8618 -5.5961 2.1436 0.001 0.000 0.015 0.36
H -3.5472 -5.1250 -2.1572 -0.008 -0.006 0.001 0.39
H 3.6456 -6.6515 0.7471 0.005 -0.006 0.007 0.37
H 3.9235 2.3282 1.6766 -0.003 0.021 -0.008 0.25
H -2.2415 -2.8291 4.3229 -0.004 -0.009 0.011 0.49
H 0.2129 4.9621 0.7237 0.018 -0.002 -0.010 0.49
H 3.4707 1.4902 4.5504 0.000 0.007 0.017 0.49
H 5.1492 1.5178 2.6617 0.011 0.003 0.005 0.47
H -1.1436 2.0290 4.8866 0.008 -0.009 0.008 0.51
H 2.2084 1.5783 -1.0134 0.026 0.024 -0.002 0.48
H 4.6361 -0.6457 3.8405 0.012 0.010 0.006 0.42
H 4.2499 5.3125 -0.6271 0.004 -0.002 -0.002 0.45
H 0.2949 1.5644 -5.2028 0.006 0.011 -0.013 0.53
H 1.8608 -4.3347 2.4469 0.004 -0.006 0.013 0.40
H -5.6251 -3.0559 -3.9162 -0.009 -0.005 0.002 0.34
H 2.2170 2.2176 3.5377 0.002 0.007 -0.002 0.27
H -1.5906 -4.4608 -0.8242 -0.002 0.000 0.006 0.57
H -2.3968 -0.7120 2.6124 0.006 0.008 -0.016 0.43